ORCA calculation (wB97M-V/def2-TZVPD) on a molecular structure, C5H11NO.

energy relative to the best compared isomer or geometry (same formula, charge and spin): 145.2 kcal per mole
multiplicity: 1
electronic energy: -326.89995 hartree
orbital gap: 9.08 eV
HOMO level: -8.20 eV
charge: 0

Positions of all 18 atoms, in Å:
H  -1.874340  2.299544  1.386308
C  -0.993102  0.512079  0.743892
H  0.830523  -1.790817  -2.521176
H  0.282863  1.430084  -1.741068
N  0.447654  -1.246693  1.577596
O  0.324621  -0.501934  -0.973844
H  1.042529  -0.513289  1.937916
H  1.890600  -1.826670  -1.076802
H  0.527158  2.068930  -0.139936
H  1.929601  -0.443784  -2.233843
H  0.982070  -2.048619  1.274143
C  1.281444  -1.176455  -1.728843
C  -0.515479  -0.816831  0.687638
H  -1.131856  2.010004  -0.889391
H  -2.038030  0.869326  2.552110
C  -0.172812  1.512771  -0.756719
H  -1.159894  -1.593294  0.291431
C  -1.653552  1.255647  1.610588

Cartesian forces, eV/Å:
H 0.205 -0.104 0.018
C 1.158 1.928 -1.865
H 0.071 -0.119 0.073
H -0.219 -0.745 0.191
N -0.220 0.165 -0.027
O -0.662 -0.842 0.921
H -0.076 0.004 -0.084
H 0.232 0.050 -0.258
H -0.246 0.196 0.165
H 0.080 -0.062 0.235
H -0.124 -0.053 0.078
C -0.325 -0.525 0.397
C 1.627 -1.193 -1.423
H 0.204 0.622 0.046
H -0.029 -0.034 -0.140
C -1.630 1.040 1.672
H -0.004 0.020 0.181
C -0.042 -0.347 -0.183

***

ORCA calculation (wB97M-V/def2-TZVPD) on 2 unconnected molecules or ions with the total composition C5H11NO.

energy relative to the best compared isomer or geometry (same formula, charge and spin): 89.6 kcal per mole
multiplicity: 1
electronic energy: -326.98862 hartree
orbital gap: 7.67 eV
HOMO level: -7.13 eV
charge: 0

Positions of all 18 atoms, in Å:
H  0.531254  -3.168970  0.593073
N  -0.269253  0.783231  0.290519
O  0.417205  1.890463  -2.599464
H  -0.673830  2.728061  0.712618
H  -0.278806  -1.138916  -1.502819
H  1.575825  -2.867991  -0.931924
H  0.494560  -1.764172  2.259371
H  -0.465079  -0.266517  2.722315
H  0.081520  1.841882  2.016553
H  0.886361  2.696941  -2.839129
H  -1.711647  1.550310  1.626751
C  -0.071302  -1.508972  -0.508624
C  -0.068286  -0.902936  1.943974
C  0.725670  -2.592346  -0.309679
C  -0.721206  1.792606  1.282645
C  -0.103408  -0.523185  0.640007
H  -0.633446  1.033084  -0.619530
H  0.542825  1.450729  -3.449603

Cartesian forces, eV/Å:
H 1.012 0.567 0.450
N -1.207 1.210 -0.167
O 0.355 0.199 -0.874
H -0.426 -0.017 0.398
H 0.610 0.509 -0.193
H -1.034 -0.736 -0.727
H -0.473 -0.437 -0.041
H 0.448 0.209 -0.014
H -0.525 0.038 0.598
H -0.038 0.451 0.674
H -0.295 0.158 0.626
C 2.599 0.543 0.808
C 0.312 0.147 -0.086
C -0.918 0.104 -0.044
C 1.832 -0.516 -1.765
C -2.150 -1.159 0.306
H 0.269 -0.618 -0.117
H -0.371 -0.652 0.170

***

ORCA calculation (wB97M-V/def2-TZVPD) on 2 unconnected molecules or ions with the total composition C5H11NO.

energy relative to the best compared isomer or geometry (same formula, charge and spin): 54.7 kcal per mole
multiplicity: 1
electronic energy: -327.04418 hartree
orbital gap: 9.94 eV
HOMO level: -8.94 eV
charge: 0

Positions of all 18 atoms, in Å:
N  0.188334  -0.061554  0.563126
C  1.714790  0.475084  -1.396556
H  -1.125320  -1.171824  1.790241
H  -3.003084  -1.174466  0.196678
H  -2.282928  1.606634  0.922081
H  2.560881  0.020762  -1.923475
H  -1.977780  -0.203127  -1.014422
H  -0.915112  2.002794  0.460825
H  2.086286  1.313732  -0.799744
C  1.037975  -0.543053  -0.518199
C  -1.040060  -0.712053  0.805978
H  2.194362  -0.140129  1.354567
C  1.419518  -0.755931  0.901943
H  1.016460  0.867869  -2.143202
H  1.334006  -1.763629  1.307947
H  0.652884  -1.425469  -1.031872
C  -2.058238  -0.704655  -0.053009
O  -1.802967  2.369016  0.577090

Cartesian forces, eV/Å:
N -0.185 -0.020 0.018
C 0.009 0.027 0.013
H -0.010 0.074 -0.126
H 0.156 0.038 0.002
H -0.050 0.130 -0.071
H -0.115 0.071 0.073
H 0.000 -0.112 0.125
H -0.010 0.063 0.030
H -0.057 -0.114 -0.067
C 0.043 -0.039 -0.207
C -0.136 -0.048 -0.059
H -0.129 -0.085 -0.096
C 0.174 -0.097 0.152
H 0.094 -0.053 0.093
H -0.013 0.153 -0.080
H 0.047 0.142 0.079
C 0.081 -0.079 0.067
O 0.100 -0.051 0.054